Entry 1:
Below is a molecular structure, C43H42F6N3O7P3PdS2, with properties calculated with wB97M-V/def2-TZVPD.

Structure (ORCA input):
```
! wB97M-V def2-TZVPD RIJCOSX def2/J DEFGRID3
* xyz 2 3
Pd -1.091 0.870 -0.267
C 2.521 -3.838 -4.781
C 2.418 -3.935 -3.248
C 3.335 -5.055 -2.733
C 0.981 -4.252 -2.869
C 0.298 -5.326 -3.441
C -1.021 -5.619 -3.136
C -1.700 -4.833 -2.218
C -1.036 -3.774 -1.611
P -1.798 -2.699 -0.402
C -0.809 -2.819 1.035
C -0.257 -4.091 1.321
C 0.471 -4.273 2.478
C 0.621 -3.222 3.381
C 0.041 -1.975 3.130
C -0.687 -1.778 1.977
C -2.166 -1.142 -1.240
C -3.554 -0.866 -1.278
C -4.105 -0.093 -2.279
C -3.294 0.403 -3.299
C -1.936 0.143 -3.288
C -1.357 -0.611 -2.268
C 0.296 -3.493 -1.941
O 0.838 -2.409 -1.310
C 2.021 -1.870 -1.785
C 2.346 -0.594 -1.325
C 3.589 -0.080 -1.693
C 4.456 -0.807 -2.488
C 4.069 -2.044 -2.967
C 2.835 -2.598 -2.643
P 1.291 0.465 -0.243
C 1.765 2.128 -0.834
C 2.727 2.925 -0.219
C 3.088 4.142 -0.781
C 2.489 4.575 -1.955
C 1.521 3.791 -2.567
C 1.166 2.573 -2.012
C 2.079 0.290 1.383
C 2.990 -0.729 1.650
C 3.574 -0.834 2.906
C 3.252 0.078 3.901
C 2.338 1.093 3.641
C 1.750 1.195 2.391
H 2.253 -4.783 -5.252
H 3.538 -3.602 -5.087
H 1.859 -3.062 -5.166
H 3.053 -6.014 -3.167
H 3.278 -5.139 -1.647
H 4.372 -4.856 -3.006
H 0.815 -5.952 -4.156
H -1.517 -6.452 -3.613
H -2.732 -5.046 -1.970
H -0.382 -4.910 0.625
H 0.922 -5.234 2.685
H 1.197 -3.371 4.285
H 0.173 -1.155 3.827
H -1.086 -0.796 1.758
H -4.208 -1.294 -0.525
H -5.169 0.101 -2.285
H -3.729 0.979 -4.104
H -1.304 0.506 -4.088
H -0.321 -0.890 -2.361
H 3.882 0.904 -1.353
H 5.424 -0.401 -2.747
H 4.745 -2.596 -3.608
H 3.207 2.602 0.696
H 3.848 4.746 -0.304
H 2.771 5.525 -2.390
H 1.040 4.129 -3.475
H 0.417 1.963 -2.507
H 3.252 -1.442 0.879
H 4.290 -1.621 3.103
H 3.717 0.004 4.875
H 2.092 1.807 4.417
H 1.031 1.978 2.189
N -3.254 -1.020 4.533
C -3.524 0.130 3.605
P -1.980 1.169 3.704
O -1.333 0.572 4.925
O -1.276 1.254 2.384
C -2.534 2.898 4.035
N -1.622 3.850 3.329
H -4.041 -1.256 5.134
H -2.410 -0.653 5.084
H -2.946 -1.852 4.031
H -4.408 0.658 3.958
H -3.692 -0.220 2.590
H -2.512 3.104 5.103
H -3.543 3.068 3.660
H -0.908 4.226 3.950
H -2.107 4.647 2.864
H -1.158 3.341 2.557
F -4.369 3.562 1.228
C -3.936 2.889 0.172
F -4.853 2.911 -0.775
F -3.761 1.600 0.564
S -2.327 3.529 -0.492
O -1.340 3.275 0.551
O -2.173 2.707 -1.669
N -2.575 5.013 -0.811
S -2.345 6.168 0.283
O -2.867 7.381 -0.233
O -2.694 5.752 1.628
C -0.485 6.378 0.350
F -0.203 7.663 0.356
F -0.011 5.824 1.477
F 0.105 5.793 -0.681
*
```

## Properties
HOMO (spin up / spin down) ... -12.6889 / -13.2687 eV
Expectation value of S² ... 2.020
Energy above the lowest of the compared OMol25 structures with the same formula, charge and spin ... 0.00 kJ/mol
E_LUMO (spin up / spin down) ... -4.88 / -8.10 eV

Here are the Löwdin charges for atoms 1 to 2, given in e: atom 1 (Pd): 0.610, atom 2 (C): -0.008

Entry 2:
Below is a molecular structure, C43H42InO6SSb2, with properties calculated with wB97M-V/def2-TZVPD.

Structure (ORCA input):
```
! wB97M-V def2-TZVPD RIJCOSX def2/J DEFGRID3
* xyz -1 1
In 11.608 18.220 17.254
O 9.891 14.079 17.074
C 9.850 15.316 17.341
O 10.685 16.151 16.888
C 8.776 15.888 18.375
C 7.814 16.920 17.736
C 6.588 17.145 18.641
C 7.168 17.910 19.825
C 8.647 18.047 19.455
O 8.550 18.232 17.942
C 9.345 16.719 19.573
C 10.918 16.735 19.661
O 11.574 15.810 20.062
O 11.407 17.892 19.313
H 8.172 15.033 18.738
H 7.633 16.836 16.694
H 5.849 17.804 18.122
H 6.084 16.201 18.927
H 6.595 18.848 20.021
H 7.063 17.371 20.792
H 9.190 18.859 19.967
H 8.959 16.161 20.393
C 11.643 13.956 12.147
C 10.831 12.859 12.902
C 10.379 13.250 14.252
Sb 10.188 11.742 15.950
C 8.028 11.578 16.296
C 7.518 12.114 17.468
C 6.154 12.221 17.671
C 5.252 11.889 16.712
C 5.752 11.445 15.481
C 7.136 11.268 15.255
C 10.451 9.741 14.954
C 9.685 9.258 13.945
C 9.540 7.859 13.709
C 10.405 7.012 14.347
C 11.349 7.535 15.210
C 11.343 8.898 15.582
Sb 10.595 15.909 11.672
C 10.409 15.532 9.546
C 10.529 14.265 8.941
C 10.030 14.055 7.659
C 9.500 15.052 6.917
C 9.502 16.370 7.479
C 10.055 16.588 8.729
C 8.519 15.697 12.121
C 7.722 14.700 11.585
C 6.317 14.747 11.812
C 5.782 15.781 12.579
C 6.616 16.778 13.143
C 8.000 16.730 12.933
H 12.076 13.533 11.225
H 12.456 14.311 12.864
H 11.371 11.883 12.949
H 9.987 12.541 12.255
H 9.378 13.701 14.324
H 11.091 13.904 14.764
H 8.208 12.619 18.119
H 5.876 12.653 18.628
H 4.194 11.768 16.930
H 5.070 11.176 14.668
H 7.504 10.941 14.250
H 9.046 9.975 13.354
H 8.917 7.447 12.938
H 10.368 5.918 14.207
H 12.070 6.919 15.627
H 11.996 9.315 16.348
H 10.864 13.481 9.585
H 10.094 13.024 7.241
H 9.210 14.889 5.925
H 9.076 17.213 6.924
H 9.929 17.622 9.120
H 8.107 13.891 11.002
H 5.726 13.993 11.256
H 4.710 15.824 12.831
H 6.147 17.603 13.636
H 8.670 17.411 13.368
C 14.169 16.938 18.723
C 13.436 16.781 17.386
O 13.695 16.063 16.467
H 13.619 16.259 19.402
H 14.054 17.936 19.165
H 15.250 16.693 18.676
S 11.598 19.035 14.894
C 11.067 20.672 15.102
C 10.147 21.219 14.142
C 9.622 22.471 14.347
C 9.931 23.258 15.482
C 10.803 22.754 16.386
C 11.409 21.478 16.164
H 9.895 20.627 13.270
H 8.899 22.816 13.662
H 9.474 24.231 15.637
H 10.944 23.266 17.349
H 12.296 21.096 16.771
*
```

## Properties
HOMO ... -4.5436 eV
Energy above the lowest of the compared OMol25 structures with the same formula, charge and spin ... 139.16 kJ/mol
E_LUMO ... 1.79 eV

Here are the Löwdin charges for atoms 1 to 2, given in e: atom 1 (In): 0.857, atom 2 (O): -0.157

Entry 3:
Below is a molecular structure, C43H43IrN8, with properties calculated with wB97M-V/def2-TZVPD.

Structure (ORCA input):
```
! wB97M-V def2-TZVPD RIJCOSX def2/J DEFGRID3
* xyz 2 1
Ir 0.647 1.485 0.374
C -0.050 4.449 -2.777
C 0.084 3.223 -2.148
N 0.484 3.123 -0.878
C 0.815 4.285 -0.257
C 0.631 5.499 -0.903
N 0.193 5.592 -2.150
C 1.397 4.139 1.086
C 1.873 5.150 1.898
C 2.382 4.865 3.167
C 2.377 3.526 3.558
C 1.896 2.547 2.711
N 1.445 2.859 1.488
C 1.807 1.106 2.979
C 2.216 0.497 4.159
N 2.202 -0.817 4.332
C 1.791 -1.545 3.302
C 1.349 -0.967 2.124
N 1.323 0.356 1.961
C 2.881 5.939 4.067
C 3.395 5.652 5.327
C 3.837 6.688 6.138
N 3.800 7.966 5.779
C 3.313 8.245 4.574
C 2.847 7.279 3.695
H -0.380 4.502 -3.807
H -0.151 2.308 -2.668
H 0.851 6.428 -0.392
H 1.855 6.164 1.530
H 2.757 3.237 4.525
H 2.578 1.095 4.986
H 1.800 -2.622 3.417
H 0.999 -1.568 1.297
H 3.469 4.644 5.710
H 4.239 6.473 7.121
H 3.290 9.291 4.292
H 2.468 7.608 2.738
C -5.286 -2.310 0.647
C -5.152 -1.339 -0.539
C -5.314 -2.110 -1.858
C -6.247 -0.276 -0.447
C -3.764 -0.723 -0.464
C -3.526 0.576 -0.036
C -2.233 1.060 0.042
N -1.149 0.339 -0.274
C -1.365 -0.927 -0.685
C -2.631 -1.471 -0.786
C -0.188 -1.808 -0.924
C -0.158 -3.068 -0.352
C 0.961 -3.893 -0.437
C 2.081 -3.353 -1.079
C 1.997 -2.130 -1.683
N 0.879 -1.377 -1.629
C 1.009 -5.289 0.154
C 2.052 -5.299 1.284
C 1.433 -6.271 -0.952
C -0.346 -5.721 0.715
H -6.281 -2.757 0.643
H -5.151 -1.793 1.599
H -4.555 -3.119 0.586
H -6.345 -2.451 -1.952
H -4.679 -2.997 -1.903
H -5.092 -1.477 -2.719
H -7.219 -0.749 -0.581
H -6.139 0.486 -1.222
H -6.261 0.214 0.528
H -4.336 1.238 0.233
H -2.043 2.073 0.370
H -2.732 -2.486 -1.147
H -1.028 -3.385 0.203
H 3.011 -3.899 -1.147
H 2.812 -1.714 -2.257
H 3.039 -4.993 0.937
H 2.140 -6.310 1.683
H 1.750 -4.642 2.104
H 2.444 -6.076 -1.311
H 0.749 -6.231 -1.802
H 1.418 -7.286 -0.555
H -0.666 -5.093 1.550
H -0.266 -6.740 1.093
H -1.123 -5.718 -0.053
C 0.747 -0.318 -2.680
C 0.499 -0.938 -4.029
C 1.551 -1.143 -4.914
C 1.316 -1.726 -6.152
C 0.028 -2.102 -6.507
C -1.027 -1.891 -5.628
C -0.793 -1.308 -4.393
H 1.666 0.264 -2.656
H -0.076 0.314 -2.378
H 2.557 -0.833 -4.650
H 2.135 -1.876 -6.842
H -0.156 -2.549 -7.475
H -2.033 -2.170 -5.913
H -1.621 -1.132 -3.712
*
```

## Properties
HOMO (spin up / spin down) ... -12.6111 / -12.6105 eV
E_LUMO (spin up / spin down) ... -6.06 / -6.06 eV

Here are the Löwdin charges for atoms 1 to 2, given in e: atom 1 (Ir): 1.009, atom 2 (C): -0.077

Entry 4:
Below is a molecular structure, C43H44AlF3N5O3S2Sb, with properties calculated with wB97M-V/def2-TZVPD.

Structure (ORCA input):
```
! wB97M-V def2-TZVPD RIJCOSX def2/J DEFGRID3
* xyz 2 1
Al -1.474 0.345 0.771
C -1.530 1.170 -2.699
C -1.889 2.307 -1.789
C -2.184 3.544 -2.358
C -2.691 4.563 -1.583
C -2.934 4.316 -0.242
C -2.581 3.089 0.274
N -2.017 2.109 -0.463
C -2.882 2.713 1.678
C -3.281 3.591 2.666
C -3.546 3.085 3.930
C -3.407 1.729 4.174
C -2.990 0.911 3.140
N -2.756 1.408 1.923
C -2.716 -0.538 3.267
C -3.110 -1.266 4.365
C -2.822 -2.622 4.402
C -2.187 -3.191 3.322
C -1.825 -2.405 2.233
C -1.170 -3.048 1.052
N -2.071 -1.091 2.216
H -2.435 0.574 -2.849
H -0.766 0.529 -2.273
H -1.203 1.541 -3.668
H -2.034 3.679 -3.421
H -2.930 5.525 -2.017
H -3.412 5.061 0.378
H -3.356 4.652 2.478
H -3.841 3.751 4.729
H -3.590 1.330 5.161
H -3.652 -0.798 5.174
H -3.095 -3.218 5.263
H -1.962 -4.249 3.303
H -1.851 -3.777 0.607
H -0.268 -3.571 1.373
H -0.889 -2.312 0.305
S -3.434 -0.568 -0.443
C -3.157 -1.976 -1.387
N -4.114 -2.893 -1.471
C -4.064 -4.094 -2.318
C -2.621 -4.433 -2.649
C -1.903 -3.178 -3.111
N -2.027 -2.157 -2.068
H -4.964 -2.691 -0.967
H -4.643 -3.924 -3.227
H -4.534 -4.909 -1.772
H -2.590 -5.191 -3.429
H -2.121 -4.831 -1.763
H -2.348 -2.810 -4.039
H -0.846 -3.363 -3.292
H -1.330 -1.434 -1.983
C 1.524 2.298 -2.970
C 2.047 0.949 -3.395
C 2.487 0.791 -4.706
C 3.063 -0.393 -5.141
C 3.209 -1.456 -4.265
C 2.766 -1.330 -2.957
C 2.165 -0.144 -2.519
Sb 1.783 0.063 -0.442
C 2.843 1.877 -0.116
C 4.176 1.643 -0.454
C 5.116 2.653 -0.341
C 4.713 3.895 0.122
C 3.377 4.129 0.413
C 2.401 3.141 0.280
C 0.959 3.519 0.483
C 2.548 -1.730 0.358
C 1.896 -2.851 -0.158
C 2.235 -4.116 0.282
C 3.244 -4.258 1.228
C 3.900 -3.142 1.715
C 3.560 -1.850 1.311
C 4.308 -0.696 1.925
H 2.347 2.937 -2.644
H 0.817 2.222 -2.147
H 1.030 2.801 -3.802
H 2.395 1.625 -5.392
H 3.409 -0.479 -6.163
H 3.677 -2.376 -4.591
H 2.909 -2.156 -2.276
H 4.492 0.667 -0.816
H 6.147 2.468 -0.612
H 5.436 4.692 0.246
H 3.070 5.114 0.744
H 0.888 4.557 0.805
H 0.467 2.897 1.227
H 0.407 3.429 -0.457
H 1.121 -2.736 -0.908
H 1.724 -4.986 -0.112
H 3.514 -5.242 1.588
H 4.701 -3.265 2.436
H 4.358 -0.816 3.008
H 3.852 0.268 1.714
H 5.335 -0.671 1.554
F 1.208 2.418 4.057
C 1.067 1.097 4.193
F -0.066 0.844 4.842
F 2.092 0.612 4.874
S 1.003 0.311 2.505
O -0.297 1.050 2.071
O 0.738 -1.102 2.793
O -0.115 -0.153 -0.300
*
```

## Properties
HOMO ... -13.6517 eV
Energy above the lowest of the compared OMol25 structures with the same formula, charge and spin ... 4.76 kJ/mol
E_LUMO ... -5.33 eV

Here are the Löwdin charges for atoms 1 to 2, given in e: atom 1 (Al): -0.201, atom 2 (C): -0.040